Here is 2 unconnected molecules or ions with the total composition CCl3NO2 in a non-equilibrium geometry from the Open Molecules 2025 dataset. Energies are from wB97M-V/def2-TZVPD.

Positions of all 7 atoms, in Å:
C 0.310 -1.527 1.299
N -0.781 -1.897 0.942
O 1.445 -1.538 1.579
O 0.688 1.697 -0.091
Cl 0.770 2.102 -3.053
Cl -2.235 -1.083 0.557
Cl -0.197 2.245 -1.234

- ΔE to the lowest compared entry with this formula, charge and spin: 233.4 kJ/mol
- HOMO: -10.4 eV
- HOMO-LUMO gap: 8.475 eV
- Maximum force: 0.0416 hartree/bohr